(1)
The following is a DFT calculation (wB97M-V/def2-TZVPD) of an isolated molecule of CHF2IS in a non-equilibrium geometry.

Computed properties:
HOMO-LUMO gap (alpha / beta): 6.95 / 6.79 eV

```
6
Properties=species:S:1:pos:R:3:forces:R:3
C 1.48611 -1.08321 0.19170 0.4 -2.6 0.3
F 1.31836 -1.69086 -0.95594 0.2 1.4 -1.3
F 1.05513 -2.08356 0.97495 0.1 1.4 1.2
S -2.15819 1.40597 0.16080 1.0 1.6 -1.1
I 0.55790 1.05406 0.52015 -2.1 -0.4 -0.6
H -2.25931 2.39759 -0.89166 0.4 -1.5 1.6
```
Positions in Å, forces in eV/Å.

Okay, here come the natural (NBO) numbers, in e, for every atom: number 1, C, carries 0.572; number 2, F, carries -0.324; number 3, F, carries -0.342; number 4, S, carries -0.336; number 5, I, carries 0.273; number 6, H, carries 0.157


(2)
The following is a DFT calculation (wB97M-V/def2-TZVPD) of an isolated molecule of CHF2NO in a non-equilibrium geometry.

Computed properties:
SMILES string: O=NC(F)F
HOMO-LUMO gap: 8.95 eV

```
6
Properties=species:S:1:pos:R:3:forces:R:3
O -1.69420 -0.98017 -0.19229 2.7 1.6 1.6
N -0.89562 -0.53991 0.61689 -1.2 0.0 -1.3
C 0.42043 0.20947 0.01840 -2.9 0.5 -1.3
F 0.91235 1.12241 0.81179 -0.1 0.3 1.4
F 0.23899 0.80550 -1.17661 -0.5 -0.4 0.0
H 1.01805 -0.61730 -0.07818 2.1 -2.0 -0.3
```
Positions in Å, forces in eV/Å.

Okay, here come the natural (NBO) numbers, in e, for every atom: number 1, O, carries -0.221; number 2, N, carries 0.123; number 3, C, carries 0.607; number 4, F, carries -0.300; number 5, F, carries -0.324; number 6, H, carries 0.116


(3)
The following is a DFT calculation (wB97M-V/def2-TZVPD) of a cluster of 2 separate species, CHF2NO in total in a non-equilibrium geometry.

Computed properties:
HOMO-LUMO gap (alpha / beta): 6.79 / 6.77 eV

```
6
Properties=species:S:1:pos:R:3:forces:R:3
C -0.75043 -0.01222 -0.16558 1.3 -2.7 1.1
N 1.89041 0.14337 -0.29342 -2.1 -1.1 0.9
O 2.19057 -0.47081 0.61598 0.2 0.7 -0.7
F -1.14517 0.87969 -0.99992 -0.6 2.1 -0.9
F -0.74658 0.39658 1.14080 -0.2 0.0 -0.9
H -1.43880 -0.93660 -0.29787 1.4 1.0 0.5
```
Positions in Å, forces in eV/Å.

Okay, here come the natural (NBO) numbers, in e, for every atom: number 1, C, carries 0.467; number 2, N, carries 0.245; number 3, O, carries -0.150; number 4, F, carries -0.319; number 5, F, carries -0.359; number 6, H, carries 0.116


(4)
The following is a DFT calculation (wB97M-V/def2-TZVPD) of a cluster of 2 separate species, CHF2NO3 in total in a non-equilibrium geometry.

Computed properties:
HOMO-LUMO gap (alpha / beta): 7.11 / 7.12 eV

```
8
Properties=species:S:1:pos:R:3:forces:R:3
C 1.16718 -1.64009 0.50783 -3.6 0.7 1.9
N 1.63276 -1.60964 -0.87547 1.0 0.8 -0.4
O 0.89439 -2.12402 -1.67591 1.0 0.1 0.1
O 2.70475 -1.00650 -1.00167 -1.5 -1.0 -0.4
O -1.06842 -0.50171 -0.12597 4.6 2.3 1.4
F 0.65637 -2.79491 0.92912 1.5 2.1 -0.5
F 1.77887 -0.88291 1.39262 -1.1 -1.8 -1.6
H -1.57420 -1.24165 -0.26831 -1.9 -3.3 -0.5
```
Positions in Å, forces in eV/Å.

Okay, here come the natural (NBO) numbers, in e, for every atom: number 1, C, carries 0.990; number 2, N, carries 0.422; number 3, O, carries -0.259; number 4, O, carries -0.313; number 5, O, carries -0.794; number 6, F, carries -0.243; number 7, F, carries -0.225; number 8, H, carries 0.422


Asked for ΔE to the lowest compared entry with this formula, charge and spin across the records above, the calculation gives 3.174; 1.111; 3.380; 5.914 eV in order.